Below is the molecule C6H12N2 in a non-equilibrium geometry, with properties calculated with ωB97M-V/def2-TZVPD.

Gap between HOMO and LUMO   9.42 eV
Highest occupied orbital energy   -8.60 eV
E   -345.2457 Ha
Energy above the lowest of the compared OMol25 structures with the same formula, charge and spin   2.2368 eV
SMILES string   [H]/N=C(\CN)CC(=C)C

Last column: Mulliken charge in e.
Atoms and positions in Å:
C1 -0.03978 -1.00799 0.97619  -0.7469
C2 1.92844 -0.38432 -0.66663  -0.7906
C3 -2.34684 0.11928 0.14227  -1.2256
C4 0.50028 -0.86367 -0.42492  0.7759
C5 -0.99663 0.30158 0.77588  0.8012
N1 1.91178 1.06844 -0.79272  -0.5463
C6 -0.70511 1.41453 1.46604  -1.0693
N2 -0.11369 -1.48498 -1.39528  -0.7336
H1 0.11069 -1.63868 -2.37620  0.2066
H2 1.21909 1.33790 -1.49087  0.2094
H3 2.81761 1.39559 -1.11998  0.2357
H4 -0.57130 -1.95259 1.11494  0.3671
H5 0.68030 -0.76170 1.75784  0.3400
H6 2.31900 -0.85260 -1.57752  0.3817
H7 2.58010 -0.67628 0.16021  0.3004
H8 -3.03968 0.92341 0.40962  0.4072
H9 -2.82064 -0.81965 0.44312  0.2740
H10 -2.26310 0.11301 -0.94755  0.2705
H11 -1.42840 2.21219 1.60014  0.2958
H12 0.25790 1.55651 1.94543  0.2468

Cartesian forces (eV/Å) of the 6 atoms listed first:
C -1.13 3.16 -1.97
C -0.31 0.68 -0.10
C -0.08 -0.09 -0.33
C 1.55 -4.17 -3.02
C -0.40 -0.88 2.99
N 0.31 0.49 -0.04

Below is a cluster of 2 separate species, C6H12N2 in total in a non-equilibrium geometry, with properties calculated with ωB97M-V/def2-TZVPD.

Gap between HOMO and LUMO   9.55 eV
Highest occupied orbital energy   -8.68 eV
E   -345.3112 Ha
Energy above the lowest of the compared OMol25 structures with the same formula, charge and spin   0.4524 eV
SMILES string   Cc1c[nH]cn1.CC

Last column: Mulliken charge in e.
Atoms and positions in Å:
C1 -2.37598 -0.94756 0.42296  -1.0708
C2 -1.38154 -0.90774 -0.68442  0.7190
C3 -1.14474 -0.05370 -1.73265  -0.6747
C4 0.34790 -1.66679 -1.69310  -0.2170
N1 -0.43194 -1.92229 -0.69320  -0.5873
N2 -0.01671 -0.53880 -2.36015  -0.0464
H1 -3.29809 -0.39501 0.18511  0.3240
H2 -2.00167 -0.56916 1.37072  0.2201
H3 -1.67006 0.83133 -2.03981  0.3851
H4 1.17799 -2.25144 -2.04174  0.4368
H5 0.40623 -0.04408 -3.12518  0.1845
H6 -2.85040 -1.92040 0.55769  0.3287
C5 2.28111 0.85960 1.37302  -0.7209
C6 1.09584 1.74459 1.61871  -0.6746
H7 3.15433 1.47501 1.14540  0.2656
H8 2.59121 0.17114 2.15819  0.3020
H9 2.11764 0.19854 0.51821  0.1502
H10 1.05094 2.81073 1.38452  0.3453
H11 0.25142 1.40876 0.99593  0.0564
H12 0.69650 1.71729 2.63979  0.2739

Cartesian forces (eV/Å) of the 6 atoms listed first:
C -1.71 0.53 -0.45
C 0.39 -0.65 0.12
C -0.20 -0.37 0.91
C 0.54 0.28 -0.77
N -0.27 0.22 0.10
N -0.77 0.51 0.09

Below is a cluster of 2 separate species, C6H12N2 in total in a non-equilibrium geometry, with properties calculated with ωB97M-V/def2-TZVPD.

Gap between HOMO and LUMO   9.47 eV
Highest occupied orbital energy   -8.58 eV
E   -345.2915 Ha
Energy above the lowest of the compared OMol25 structures with the same formula, charge and spin   0.9884 eV
SMILES string   Cc1c[nH]cn1.CC

Last column: Mulliken charge in e.
Atoms and positions in Å:
C1 -2.32791 -2.07744 0.27899  -0.9277
C2 -1.65861 -0.72118 0.66965  -0.6069
H1 -2.88409 -2.46366 1.14324  0.2641
H2 -2.92038 -2.02402 -0.62043  0.2659
H3 -1.50442 -2.79630 0.12543  0.2737
H4 -0.57354 -0.69720 0.58540  0.0510
H5 -2.06184 -0.06365 -0.11282  0.3068
H6 -2.04383 -0.21729 1.55881  0.3693
C3 0.58090 2.03760 1.05027  -1.0566
C4 2.09768 0.35651 -0.02680  -0.4490
C5 0.95390 1.06372 -0.06478  0.4739
C6 1.16605 0.28899 -2.02319  -0.2530
N1 2.24715 -0.18627 -1.30121  -0.0910
N2 0.37543 1.06224 -1.32738  -0.5301
H7 2.71395 0.38862 0.85829  0.4064
H8 2.98984 -0.77145 -1.62805  0.1605
H9 0.27709 1.27885 1.80122  0.2875
H10 -0.10792 2.83615 0.82101  0.2881
H11 1.13361 0.20240 -3.10116  0.4274
H12 1.54693 2.50338 1.31352  0.3396

Cartesian forces (eV/Å) of the 6 atoms listed first:
C 1.62 -0.28 1.70
C -1.56 0.49 -1.58
H -0.22 -0.03 -0.50
H -0.27 0.05 -0.06
H -0.50 0.04 -0.17
H -0.22 -0.18 0.27

Below is a cluster of 2 separate species, C6H12N2 in total in a non-equilibrium geometry, with properties calculated with ωB97M-V/def2-TZVPD.

Gap between HOMO and LUMO   10.44 eV
Highest occupied orbital energy   -9.46 eV
E   -345.2351 Ha
Energy above the lowest of the compared OMol25 structures with the same formula, charge and spin   2.5253 eV
SMILES string   C#C[C@@H](C)N.[H]/N=C/C

Last column: Mulliken charge in e.
Atoms and positions in Å:
C1 -0.06141 1.98036 1.03229  0.6470
C2 -0.91978 1.64426 -0.18875  -1.4453
N1 -0.88139 1.85254 2.23449  -0.6424
C3 1.14161 1.15769 1.12038  -0.8789
C4 2.10195 0.49753 1.41328  0.1668
H1 0.25348 3.03070 0.97456  0.2147
H2 -0.33714 2.05885 3.06416  0.2606
H3 -1.23207 0.90471 2.32059  0.2464
H4 -1.13345 0.58373 -0.22982  0.2487
H5 -0.41254 1.94100 -1.10837  0.3896
H6 -1.86017 2.18072 -0.10564  0.3810
H7 2.95000 -0.10166 1.55800  0.4562
C5 -0.28284 -2.95607 -2.02623  -1.0866
C6 0.13567 -1.89374 -1.06776  0.2994
N2 0.78828 -0.90257 -1.46470  -0.7079
H8 1.07249 -0.23327 -0.75304  0.2264
H9 -0.15138 -2.07410 -0.01402  0.3653
H10 0.14611 -3.90310 -1.71439  0.2888
H11 -1.37037 -3.06054 -2.01377  0.2849
H12 0.05295 -2.70707 -3.03127  0.2853

Cartesian forces (eV/Å) of the 6 atoms listed first:
C -0.49 0.30 -0.09
C 0.24 0.40 0.06
N -0.20 0.14 0.15
C 0.52 -0.16 0.47
C -0.50 0.32 -0.46
H -0.06 -0.16 -0.07

Below is a cluster of 2 separate species, C6H12N2 in total in a non-equilibrium geometry, with properties calculated with ωB97M-V/def2-TZVPD.

Gap between HOMO and LUMO   9.67 eV
Highest occupied orbital energy   -8.75 eV
E   -345.2545 Ha
Energy above the lowest of the compared OMol25 structures with the same formula, charge and spin   1.9957 eV
SMILES string   Cc1c[nH]cn1.CC

Last column: Mulliken charge in e.
Atoms and positions in Å:
C1 0.01138 1.08964 3.16096  -0.7962
C2 0.41821 1.82701 1.77802  -0.8371
H1 0.92641 0.91955 3.73796  0.2574
H2 -0.58696 1.70064 3.92775  0.2301
H3 -0.28559 0.16038 2.88729  0.3409
H4 -0.39807 1.72376 1.00873  0.2017
H5 1.24242 1.41011 1.32795  0.3386
H6 0.52649 2.89855 1.63587  0.3823
C3 1.29755 -1.70635 -2.64400  -1.1309
C4 -0.86558 -0.63681 0.05573  -0.7139
C5 0.13835 -1.13379 -1.84163  0.6727
C6 -1.04531 -0.60481 -2.30934  -0.5921
N1 0.24927 -1.20893 -0.47517  -0.5660
N2 -1.63266 -0.18727 -0.99116  -0.0736
H7 -0.96324 -0.43630 1.06929  0.6915
H8 -2.48998 0.36650 -0.76048  0.2474
H9 -1.54863 -0.37942 -3.19256  0.4238
H10 2.21597 -2.05715 -2.11164  0.3289
H11 1.72560 -1.02779 -3.34007  0.3000
H12 1.06437 -2.71752 -2.92351  0.2943

Cartesian forces (eV/Å) of the 6 atoms listed first:
C 2.26 4.85 0.47
C -3.60 0.51 0.49
H 0.17 0.02 -0.22
H 0.15 -1.10 -1.70
H -1.69 -2.69 -0.32
H 0.47 -0.47 0.81

Below is the molecule C6H12N2 in a non-equilibrium geometry, with properties calculated with ωB97M-V/def2-TZVPD.

Gap between HOMO and LUMO   8.34 eV
Highest occupied orbital energy   -7.63 eV
E   -345.1357 Ha
Energy above the lowest of the compared OMol25 structures with the same formula, charge and spin   5.2293 eV

Last column: Mulliken charge in e.
Atoms and positions in Å:
C1 0.79489 1.06233 -0.72171  -0.4315
C2 -0.53578 1.18598 -0.72664  -0.2381
C3 1.43250 -0.05263 -0.19940  0.4620
C4 2.68955 0.18874 0.59856  -1.4964
C5 -2.52030 0.66742 0.61107  -0.9284
C6 -0.72929 -1.97345 -0.48185  -0.7596
N1 -1.28994 0.22395 -0.04078  0.6894
N2 -0.66599 -0.83940 0.42930  -0.9395
H1 1.34442 2.00465 -0.73264  0.2869
H2 -0.98369 2.15815 -0.99753  0.3008
H3 1.61951 -1.11653 -0.64085  0.1385
H4 3.39850 0.84641 0.12397  0.3887
H5 3.23956 -0.71708 0.73750  0.3836
H6 2.74926 0.60099 1.57927  0.3495
H7 -2.25200 1.36008 1.52679  0.2697
H8 -3.06079 1.20985 -0.09412  0.3474
H9 -3.03081 -0.24481 1.04151  0.2953
H10 -0.13201 -2.65918 0.04040  0.3314
H11 -1.73841 -2.27070 -0.47251  0.3200
H12 -0.32918 -1.63477 -1.58035  0.2303

Cartesian forces (eV/Å) of the 6 atoms listed first:
C 1.18 0.27 -0.05
C -2.71 -0.53 0.74
C 1.02 -2.65 0.66
C 0.92 -0.24 -0.03
C 1.66 -0.51 3.57
C 1.81 3.15 -1.81

Below is the molecule C6H12N2O in a non-equilibrium geometry, with properties calculated with ωB97M-V/def2-TZVPD.

Gap between HOMO and LUMO   9.47 eV
Highest occupied orbital energy   -8.50 eV
E   -420.4488 Ha
Energy above the lowest of the compared OMol25 structures with the same formula, charge and spin   3.6753 eV
SMILES string   C[C@H](/C=N\N)[C@H]1CCO1

Last column: Mulliken charge in e.
Atoms and positions in Å:
C1 2.08350 -0.52151 0.84574  -1.3446
C2 0.88878 0.41730 0.54791  0.5927
C3 -0.03790 0.39971 1.73921  -0.4022
C4 0.21475 -0.04216 -0.71431  -0.4315
C5 -1.16054 0.60826 -0.97033  -0.5153
C6 -0.58969 0.92870 -2.37457  -0.4173
H1 2.87646 0.07110 1.33678  0.3527
H2 1.80172 -1.39774 1.43034  0.3286
H3 2.44725 -0.95456 -0.09181  0.3494
H4 1.24671 1.40616 0.39761  0.4015
H5 0.16689 1.19994 2.45612  0.3964
H6 -0.90300 -1.74041 0.67356  0.1803
H7 -2.37191 -1.68806 1.26181  0.2202
H8 0.22712 -1.16806 -0.69999  0.4197
H9 -1.91518 -0.11259 -1.05360  0.2330
H10 -1.45166 1.40430 -0.22011  0.3246
H11 -1.05539 0.32438 -3.12726  0.2486
H12 -0.48301 1.91490 -2.63657  0.2981
N1 -1.15576 -0.28504 2.06756  -0.5469
N2 -1.55556 -1.15137 1.08840  -0.1627
O1 0.72641 0.38675 -1.95647  -0.5252

Cartesian forces (eV/Å) of the 6 atoms listed first:
C 0.50 0.45 -0.26
C 0.00 -2.15 0.28
C -3.19 -0.34 1.76
C -1.47 -0.99 0.31
C 0.81 0.84 -0.04
C 0.82 -1.83 2.28

Below is the molecule C6H12N2O in a non-equilibrium geometry, with properties calculated with ωB97M-V/def2-TZVPD.

Gap between HOMO and LUMO (alpha / beta)   8.33 / 7.28 eV
Highest occupied orbital energy (alpha / beta)   -8.43 / -7.70 eV
E   -420.3968 Ha
Energy above the lowest of the compared OMol25 structures with the same formula, charge and spin   5.0924 eV

Last column: Mulliken charge in e.
Atoms and positions in Å:
C1 -1.88920 -0.84603 0.96068  -1.4733
C2 -0.52146 -0.17885 0.79059  1.1804
C3 -0.79462 1.02996 -0.30083  -0.4757
N1 0.13814 0.15881 1.87730  -0.8634
N2 -0.49347 2.21891 0.01230  -0.5682
H1 0.03365 1.15163 2.09142  0.3134
H2 -0.87220 2.91738 -0.62551  0.2552
H3 -1.49320 0.77029 -1.10841  0.4183
H4 -2.24128 -1.27103 0.02222  0.3027
H5 -1.78844 -1.65179 1.68418  0.3962
H6 -2.62228 -0.12351 1.31629  0.3786
C4 2.18601 0.62817 -0.37816  -1.1320
C5 0.55620 -1.26504 -0.31855  -0.0722
C6 1.13782 -0.17042 -1.02191  -0.2575
O1 -0.14219 -2.23156 -1.04981  -0.5407
H7 -0.58555 -1.81523 -1.79800  0.3449
H8 1.16075 -1.77951 0.42221  0.4428
H9 0.89464 -0.01122 -2.06704  0.3710
H10 2.20378 1.65832 -0.73213  0.3265
H11 1.96524 0.64904 0.71304  0.3154
H12 3.16768 0.16167 -0.48988  0.3376

Cartesian forces (eV/Å) of the 6 atoms listed first:
C 0.61 -1.17 -0.36
C -0.76 2.45 -2.14
C -0.60 -0.56 1.86
N -0.09 -0.51 1.04
N 0.01 -0.09 0.10
H 0.57 0.22 -0.60

Below is a cluster of 3 separate species, C6H12N2O in total in a non-equilibrium geometry, with properties calculated with ωB97M-V/def2-TZVPD.

Gap between HOMO and LUMO (alpha / beta)   7.59 / 6.65 eV
Highest occupied orbital energy (alpha / beta)   -6.89 / -6.21 eV
E   -420.3587 Ha
Energy above the lowest of the compared OMol25 structures with the same formula, charge and spin   6.1287 eV

Last column: Mulliken charge in e.
Atoms and positions in Å:
C1 0.05816 -0.47412 0.21706  -0.1213
C2 -1.66259 1.28669 0.71874  -0.7972
C3 -2.83933 0.36357 0.60197  -0.9900
C4 2.65868 -0.67275 -0.33209  0.1754
C5 0.57591 0.74633 0.04957  0.3404
N1 2.68108 -1.98667 -0.67293  -0.3059
N2 -0.43527 -1.29556 -0.75956  -0.3912
C6 1.20914 1.87293 -0.05913  -0.8409
O1 3.65224 0.02185 -0.26822  -0.5434
H1 0.04105 -0.88074 1.22098  0.2959
H2 3.54397 -2.42624 -0.98527  0.2472
H3 1.81036 -2.46222 -0.83407  0.2286
H4 -0.56225 -0.88543 -1.67283  0.2226
H5 -1.17435 -1.92282 -0.48185  0.2635
H6 -1.64815 2.11162 0.01277  0.3805
H7 -1.38357 1.57977 1.72596  0.3487
H8 2.28077 1.86070 -0.24823  0.3228
H9 0.69813 2.82168 0.05630  0.2815
H10 -2.96295 -0.01245 -0.41913  0.2630
H11 -3.78876 0.85613 0.86291  0.3444
H12 -2.75227 -0.50227 1.26706  0.2754

Cartesian forces (eV/Å) of the 6 atoms listed first:
C 0.58 0.87 0.29
C -1.00 0.60 0.28
C -0.04 -0.07 -0.03
C 1.56 -0.14 -0.28
C -0.17 -0.90 0.06
N -0.13 0.07 0.02

Below is a cluster of 2 separate species, C6H12N2O in total in a non-equilibrium geometry, with properties calculated with ωB97M-V/def2-TZVPD.

Gap between HOMO and LUMO   9.07 eV
Highest occupied orbital energy   -8.39 eV
E   -420.5481 Ha
Energy above the lowest of the compared OMol25 structures with the same formula, charge and spin   0.9738 eV
SMILES string   Cc1c[nH]cn1.CCO

Last column: Mulliken charge in e.
Atoms and positions in Å:
C1 2.88307 1.89842 -2.28641  -1.0907
C2 1.37785 1.53964 -0.18273  -0.5351
C3 2.00766 1.16194 -1.34379  0.5539
C4 0.98457 -0.57592 -0.61426  -0.1606
N1 0.72208 0.42636 0.26351  0.0433
N2 1.82534 -0.17856 -1.54162  -0.6269
H1 1.13735 2.54426 0.11666  0.3419
H2 -0.07410 0.42575 0.89926  0.3402
H3 3.68252 1.27017 -2.65973  0.3049
H4 3.30264 2.81996 -1.84437  0.3109
H5 0.63037 -1.58411 -0.53094  0.3546
H6 2.36410 2.40420 -3.11249  0.2410
C5 -1.88616 -1.10369 1.11414  -0.0780
C6 -3.12282 -1.93931 1.37193  -1.0672
O1 -1.50904 -0.19930 2.18335  -0.6221
H7 -0.96151 -1.61934 0.84243  0.1199
H8 -2.04514 -0.43718 0.26735  0.3486
H9 -3.75029 -1.36677 2.05452  0.2986
H10 -0.90433 -0.64742 2.79160  0.3011
H11 -2.93699 -2.94053 1.74843  0.3089
H12 -3.72713 -1.89855 0.46315  0.3128

Cartesian forces (eV/Å) of the 6 atoms listed first:
C 0.09 1.92 0.05
C -0.26 0.56 -1.27
C 0.53 -0.39 0.45
C 0.98 0.43 -0.18
N -0.99 -0.29 0.16
N -0.59 -0.43 -0.27

- Which of these has the highest E?
  number 6

- Which of these has the lowest energy above the lowest of the compared OMol25 structures with the same formula, charge and spin?
  number 2

Please write out number 1 again, unchanged.
Below is the molecule C6H12N2 in a non-equilibrium geometry, with properties calculated with ωB97M-V/def2-TZVPD.

Gap between HOMO and LUMO   9.42 eV
Highest occupied orbital energy   -8.60 eV
E   -345.2457 Ha
Energy above the lowest of the compared OMol25 structures with the same formula, charge and spin   2.2368 eV
SMILES string   [H]/N=C(\CN)CC(=C)C

Last column: Mulliken charge in e.
Atoms and positions in Å:
C1 -0.03978 -1.00799 0.97619  -0.7469
C2 1.92844 -0.38432 -0.66663  -0.7906
C3 -2.34684 0.11928 0.14227  -1.2256
C4 0.50028 -0.86367 -0.42492  0.7759
C5 -0.99663 0.30158 0.77588  0.8012
N1 1.91178 1.06844 -0.79272  -0.5463
C6 -0.70511 1.41453 1.46604  -1.0693
N2 -0.11369 -1.48498 -1.39528  -0.7336
H1 0.11069 -1.63868 -2.37620  0.2066
H2 1.21909 1.33790 -1.49087  0.2094
H3 2.81761 1.39559 -1.11998  0.2357
H4 -0.57130 -1.95259 1.11494  0.3671
H5 0.68030 -0.76170 1.75784  0.3400
H6 2.31900 -0.85260 -1.57752  0.3817
H7 2.58010 -0.67628 0.16021  0.3004
H8 -3.03968 0.92341 0.40962  0.4072
H9 -2.82064 -0.81965 0.44312  0.2740
H10 -2.26310 0.11301 -0.94755  0.2705
H11 -1.42840 2.21219 1.60014  0.2958
H12 0.25790 1.55651 1.94543  0.2468

Cartesian forces (eV/Å) of the 6 atoms listed first:
C -1.13 3.16 -1.97
C -0.31 0.68 -0.10
C -0.08 -0.09 -0.33
C 1.55 -4.17 -3.02
C -0.40 -0.88 2.99
N 0.31 0.49 -0.04